1.
38
Properties=species:S:1:pos:R:3:forces:R:3:mulliken_charge:R:1 method="wB97M-V/def2-TZVPD" lumo_energy_ev=-0.52 gap_ev=8.19 relative_energy_kcal_mol=115.47 smiles="O=[N+]([O-])c1ccc(N(CCO)Cc2ccccc2)c([N+](=O)[O-])c1" homo_energy_ev=-8.71
O -5.790393 -1.586448 -0.762819 -0.139 -0.201 -0.025 -0.634
N -5.358759 -0.450772 -0.781678 -0.477 -0.032 -0.154 1.020
O -5.979696 0.518669 -1.166446 -0.190 0.165 -0.096 -0.627
C -4.020280 -0.244283 -0.318882 1.284 0.217 0.473 -0.539
C -3.250081 -1.332385 0.109418 -0.360 0.195 -0.142 -0.788
C -1.956426 -1.148631 0.514320 0.046 0.151 0.046 -0.787
C -1.353415 0.133262 0.510456 -0.298 0.239 -0.113 1.166
N -0.028510 0.271954 0.738298 0.052 0.086 0.032 0.396
C 0.700181 -0.730821 1.482084 0.049 -0.380 -0.056 -1.056
C 1.179651 -1.943152 0.640405 0.132 0.362 -0.031 -0.632
O 0.631109 -3.155488 1.094576 -0.156 -0.525 0.279 -0.552
C 0.751719 1.382567 0.218155 0.209 0.290 0.085 -0.880
C 2.052263 0.903235 -0.375604 -0.034 0.095 -0.076 0.156
C 3.254396 1.078570 0.295831 -0.093 0.034 -0.052 -0.149
C 4.439602 0.627568 -0.259663 0.111 -0.035 0.023 -0.743
C 4.432520 -0.003541 -1.491507 0.082 -0.017 0.010 -0.421
C 3.238151 -0.173735 -2.171840 -0.050 -0.046 -0.081 -0.704
C 2.054985 0.279300 -1.617393 0.072 0.053 0.034 -0.314
C -2.204641 1.230630 0.206244 -0.335 -1.156 -0.219 -0.205
N -1.854674 2.586261 0.520265 0.132 0.440 0.252 1.069
O -1.141775 2.767565 1.491583 -0.056 0.156 0.151 -0.586
O -2.336232 3.471514 -0.154303 -0.033 0.259 -0.160 -0.634
C -3.500883 1.035061 -0.246789 -0.207 -0.129 -0.091 -0.344
H -3.689243 -2.317865 0.087984 0.023 -0.053 0.005 0.497
H -1.377256 -2.012108 0.794626 0.127 -0.097 0.027 0.611
H 0.054934 -1.103540 2.283571 0.101 0.001 -0.034 0.695
H 1.554575 -0.233073 1.942661 -0.094 -0.043 0.052 0.459
H 2.274576 -1.988930 0.629030 -0.064 0.035 -0.059 0.349
H 0.835754 -1.836505 -0.389990 0.079 0.065 0.105 0.302
H 1.036892 -3.402975 1.932332 -0.015 0.009 -0.077 0.341
H 0.177178 1.873760 -0.571907 0.036 -0.007 0.129 0.533
H 0.940878 2.116517 1.012303 0.014 -0.072 -0.220 0.331
H 3.266156 1.582344 1.252105 -0.026 0.053 0.106 0.447
H 5.369638 0.772610 0.269256 0.086 0.011 0.041 0.398
H 5.356602 -0.355099 -1.924698 0.084 -0.028 -0.040 0.407
H 3.229325 -0.655539 -3.137787 0.004 -0.043 -0.094 0.394
H 1.125162 0.154924 -2.154404 -0.124 -0.022 -0.053 0.410
H -4.113970 1.888572 -0.499804 0.029 -0.031 0.021 0.615



2.
30
Properties=species:S:1:pos:R:3:forces:R:3:mulliken_charge:R:1 method="wB97M-V/def2-TZVPD" lumo_energy_ev=0.69 gap_ev=8.49 relative_energy_kcal_mol=51.64 homo_energy_ev=-7.81
C 3.552008 -1.633962 0.779540 -0.084 0.414 -0.089 -0.603
C 2.748739 -0.618781 0.349374 0.524 0.155 0.142 -0.298
C 1.789719 -2.560312 0.038359 0.061 -0.325 0.040 -0.070
C -0.393132 -0.631450 -1.607164 0.369 0.066 0.246 0.521
C -1.323554 0.520600 -1.546357 0.216 -0.122 0.286 0.497
C 0.536879 -0.594245 -0.662864 -2.328 4.466 1.583 0.222
C -2.405079 0.729212 -2.546385 -0.004 -0.087 0.077 -1.570
C -1.263580 0.228449 2.104822 0.291 0.102 -0.147 -1.489
C -0.358066 2.584494 2.075298 0.081 -0.216 -0.077 -1.506
C -0.152582 1.147929 1.587714 -0.587 0.015 0.738 0.653
N 2.944300 -2.832439 0.571623 -0.060 -0.617 0.035 -0.656
N -1.124803 1.341220 -0.582889 -0.997 0.553 -0.083 -0.730
N 1.612034 -1.216924 -0.132756 0.444 -0.601 -0.006 0.048
N -0.069414 1.159527 0.152483 2.586 -4.015 -2.283 0.144
N -0.614705 -1.617686 -2.557633 0.028 -0.252 -0.183 -0.546
H 4.529354 -1.576978 1.215675 0.161 0.103 0.093 0.398
H 2.870177 0.443788 0.329843 -0.028 0.225 -0.042 0.532
H 1.052091 -3.283080 -0.249232 -0.261 -0.068 -0.062 0.426
H -2.921364 1.656944 -2.321637 -0.060 0.014 -0.008 0.383
H -1.998831 0.798249 -3.555034 -0.011 0.017 -0.147 0.362
H -3.113497 -0.099340 -2.515237 -0.079 0.001 -0.087 0.322
H -1.153192 -0.766672 1.676945 -0.017 -0.089 -0.007 0.344
H -2.235797 0.623724 1.816512 -0.093 0.013 0.010 0.320
H -1.215641 0.150341 3.187754 -0.044 -0.004 0.124 0.464
H -1.256767 2.998495 1.622886 -0.074 0.033 0.016 0.363
H 0.486849 3.207170 1.797770 0.088 0.099 -0.026 0.375
H -0.467330 2.591772 3.156549 -0.013 0.050 0.118 0.405
H 0.817322 0.779931 1.944250 -0.129 0.072 -0.144 0.227
H -1.040995 -1.296336 -3.412986 0.079 -0.040 -0.009 0.219
H 0.168857 -2.233641 -2.717226 -0.061 0.039 -0.105 0.245